Computed, not measured: 5 unconnected molecules or ions with the total composition C20H30O15 in a non-equilibrium geometry, with wB97M-V/def2-TZVPD.

As for the charge: 0. Its spin multiplicity is 1. As for the structure (SMILES): C[C@H]1COC(=O)O1.C[C@H]1COC(=O)O1.C[C@H]1COC(=O)O1.C[C@H]1COC(=O)O1.C[C@H]1COC(=O)O1. For the energy above the lowest of the compared OMol25 structures with the same formula, charge and spin, the calculation gives 815.72 kJ/mol.

Each line ends with the natural charge from an NBO analysis.
Element x y z (Å)
C -31.05 -50.30 80.46  -0.618
C -30.54 -48.96 81.05  0.074
C -29.32 -49.29 82.00  -0.113
O -28.29 -48.70 81.28  -0.460
C -28.75 -47.97 80.38  0.959
O -28.10 -47.26 79.52  -0.648
O -29.94 -48.18 80.07  -0.444
H -30.48 -50.95 80.00  0.214
H -31.81 -49.88 79.84  0.221
H -31.38 -50.90 81.08  0.207
H -31.23 -48.32 81.61  0.211
H -29.40 -50.40 82.27  0.205
H -29.54 -48.77 82.96  0.189
C -25.91 -56.97 87.10  -0.601
C -25.96 -55.33 87.02  0.071
C -26.37 -54.77 85.70  -0.128
O -27.69 -54.28 85.93  -0.459
C -28.02 -54.46 87.15  0.960
O -29.10 -54.05 87.57  -0.617
O -27.12 -55.01 87.86  -0.457
H -25.59 -57.07 88.19  0.222
H -25.17 -57.39 86.51  0.206
H -26.77 -57.43 86.88  0.212
H -24.93 -54.96 87.36  0.207
H -26.15 -55.60 84.93  0.201
H -25.64 -54.09 85.36  0.188
C -31.49 -46.42 87.49  -0.614
C -30.26 -46.74 88.33  0.070
C -29.64 -45.56 89.10  -0.086
O -29.12 -46.04 90.29  -0.460
C -29.82 -47.13 90.55  0.957
O -29.70 -47.89 91.53  -0.577
O -30.55 -47.56 89.42  -0.501
H -32.15 -45.80 88.00  0.213
H -31.90 -47.49 87.38  0.221
H -31.28 -46.01 86.58  0.218
H -29.54 -47.42 87.78  0.190
H -30.33 -44.87 89.24  0.176
H -28.73 -45.19 88.42  0.191
C -25.81 -49.87 83.99  -0.615
C -26.39 -50.72 85.21  0.091
C -25.60 -50.60 86.55  -0.101
O -26.60 -50.42 87.53  -0.470
C -27.78 -50.23 86.96  0.985
O -28.82 -49.97 87.50  -0.584
O -27.70 -50.35 85.57  -0.509
H -25.76 -48.98 84.30  0.199
H -26.65 -49.95 83.31  0.229
H -24.80 -50.01 83.73  0.227
H -26.40 -51.62 84.82  0.157
H -24.90 -49.71 86.46  0.200
H -25.03 -51.61 86.61  0.195
C -31.93 -52.15 86.32  -0.652
C -32.04 -50.59 86.16  0.051
C -30.97 -50.00 85.29  -0.109
O -31.60 -49.74 84.11  -0.502
C -32.92 -49.87 84.28  0.964
O -33.72 -49.60 83.36  -0.625
O -33.23 -50.21 85.46  -0.454
H -32.71 -52.46 87.18  0.235
H -30.79 -52.32 86.82  0.260
H -32.05 -52.67 85.36  0.218
H -32.03 -50.12 87.10  0.205
H -30.14 -50.78 85.28  0.217
H -30.59 -49.04 85.75  0.187

Computed, not measured: a molecular structure, C28H24GaN2O6P2, with wB97M-V/def2-TZVPD.

As for the charge: -1. The total energy comes out at -4249.96710 Ha. Its spin multiplicity is 1.

Each line ends with the natural charge from an NBO analysis.
Element x y z (Å)
N 0.77 -1.81 6.96  -1.370
P 1.15 -3.08 6.06  0.761
Ga 2.72 -4.55 7.10  0.846
O 2.51 -6.26 6.37  -1.159
P 4.90 -3.72 6.56  0.628
N 4.83 -2.31 7.53  -1.157
O 4.69 -2.98 5.01  -1.033
H 0.87 -0.93 6.46  0.345
H 1.66 -2.75 4.78  -0.099
H 0.02 -3.80 5.55  -0.105
H 2.47 -4.50 8.66  -0.315
H 3.19 -6.84 6.73  0.454
H 5.53 -1.63 7.27  0.365
H 3.93 -1.85 7.58  0.379
H 4.35 -3.66 4.40  0.472
C 1.80 -0.61 -3.72  -0.197
C 1.64 0.78 -3.69  -0.201
C 1.81 1.47 -2.51  -0.190
C 2.12 0.79 -1.34  -0.079
C 2.28 -0.60 -1.36  -0.153
C 2.12 -1.29 -2.56  -0.161
C 2.60 -1.37 -0.12  0.553
O 2.75 -2.57 -0.16  -0.523
C 2.70 -0.59 1.15  -0.158
C 2.96 -1.28 2.33  -0.150
C 3.06 -0.59 3.53  -0.173
C 2.92 0.79 3.55  -0.194
C 2.66 1.48 2.37  -0.183
C 2.55 0.80 1.17  -0.096
C 2.27 1.56 -0.07  0.604
O 2.13 2.77 -0.06  -0.565
H 1.67 -1.15 -4.65  0.215
H 1.38 1.31 -4.60  0.216
H 1.69 2.55 -2.47  0.235
H 2.25 -2.36 -2.55  0.240
H 3.07 -2.36 2.30  0.240
H 3.27 -1.14 4.44  0.263
H 3.00 1.33 4.48  0.220
H 2.55 2.56 2.37  0.229
C -1.85 0.36 -1.56  -0.189
C -1.45 1.68 -1.44  -0.187
C -2.09 2.67 -2.17  -0.177
C -3.13 2.34 -3.02  -0.071
C -3.53 1.01 -3.15  -0.155
C -2.89 0.02 -2.41  -0.153
C -4.64 0.61 -4.07  0.557
O -5.00 -0.54 -4.17  -0.527
C -5.29 1.70 -4.87  -0.152
C -6.30 1.36 -5.75  -0.157
C -6.92 2.34 -6.50  -0.197
C -6.54 3.67 -6.36  -0.194
C -5.53 4.01 -5.48  -0.190
C -4.90 3.03 -4.73  -0.053
C -3.81 3.43 -3.79  0.526
O -3.49 4.59 -3.66  -0.529
H -1.34 -0.41 -1.00  0.227
H -0.63 1.94 -0.79  0.226
H -1.79 3.71 -2.09  0.239
H -3.22 -1.01 -2.53  0.239
H -6.58 0.32 -5.84  0.239
H -7.71 2.08 -7.19  0.216
H -7.03 4.44 -6.94  0.216
H -5.22 5.04 -5.35  0.239

Computed, not measured: a molecular structure, C20H18BF5N10O2RhS, with wB97M-V/def2-TZVPD.

As for the charge: +2. Its spin multiplicity is 2. For the energy above the lowest of the compared OMol25 structures with the same formula, charge and spin, the calculation gives 0.00 kJ/mol. As for the expectation value of S²: 0.775.

Each line ends with the natural charge from an NBO analysis.
Element x y z (Å)
Rh 0.08 0.06 0.56  0.936
C -0.16 0.36 4.72  -0.315
C -0.07 -0.40 3.56  0.011
N -0.29 0.38 2.50  -0.262
N -0.51 1.63 2.94  -0.322
C -0.43 1.65 4.27  0.041
B -0.82 2.74 1.89  0.923
N 0.48 2.94 1.06  -0.318
C 1.14 4.03 0.63  0.060
C 2.11 3.63 -0.28  -0.323
C 1.97 2.26 -0.37  -0.011
N 0.99 1.85 0.44  -0.271
N -1.88 2.12 0.92  -0.315
C -3.09 2.59 0.56  0.050
C -3.63 1.74 -0.39  -0.311
C -2.68 0.76 -0.58  -0.015
N -1.62 1.01 0.21  -0.262
N -1.37 3.95 2.56  -0.420
C -2.42 4.00 3.43  -0.058
C -2.68 5.31 3.70  -0.317
C -1.73 6.02 2.94  -0.016
N -0.95 5.21 2.25  -0.291
H -0.06 0.03 5.73  0.266
H 0.11 -1.46 3.44  0.236
H -0.59 2.56 4.82  0.259
H 0.87 5.00 1.01  0.290
H 2.82 4.26 -0.79  0.264
H 2.53 1.55 -0.96  0.210
H -3.48 3.50 1.00  0.260
H -4.59 1.83 -0.88  0.267
H -2.70 -0.11 -1.22  0.219
H -2.90 3.10 3.78  0.228
H -3.44 5.71 4.36  0.254
H -1.59 7.09 2.87  0.231
C -1.71 -4.33 0.41  -0.256
O -1.03 -3.64 -0.68  -0.448
C -0.70 -2.40 -0.50  0.915
O -0.92 -1.75 0.54  -0.629
N -0.08 -1.84 -1.57  -0.465
N 0.26 -0.47 -1.49  -0.575
H -1.75 -5.37 0.10  0.235
H -2.71 -3.92 0.52  0.214
H -1.14 -4.21 1.33  0.208
H 0.03 -2.34 -2.44  0.438
H -0.35 0.08 -2.09  0.410
H 1.22 -0.35 -1.80  0.425
F 7.59 -1.05 -0.69  -0.221
C 6.38 -1.00 -0.23  0.387
C 5.30 -0.96 -1.14  0.289
F 5.54 -1.00 -2.43  -0.246
C 4.03 -0.90 -0.66  0.337
F 3.03 -0.90 -1.55  -0.316
C 3.73 -0.87 0.72  -0.336
S 2.21 -0.84 1.47  0.247
C 4.85 -0.92 1.60  0.397
F 4.65 -0.90 2.90  -0.248
C 6.15 -0.98 1.14  0.307
F 7.16 -1.01 1.97  -0.248